Computed, not measured: a cluster of 9 separate species, C9H34NO11 in total, with the ωB97M-V functional and the def2-TZVPD basis.

Each line ends with the Löwdin charge.
Geometry (Å):
N -1.35 -0.57 -0.77  -0.662
O -1.70 -1.34 -1.70  -0.088
O -0.50 -0.88 0.09  -0.101
O -1.91 0.51 -0.58  -0.103
O -1.23 4.60 -0.05  -0.059
H -1.74 4.55 0.76  0.025
H -1.30 3.73 -0.43  0.022
O -5.17 0.22 3.36  -0.059
H -4.50 -0.43 3.60  0.026
H -5.13 0.26 2.41  0.032
O -5.39 1.35 -2.80  -0.060
H -4.57 1.00 -2.43  0.024
H -5.97 0.59 -2.84  0.024
O -1.31 -1.80 -5.62  -0.058
H -1.62 -1.85 -4.71  0.024
H -0.61 -1.15 -5.59  0.016
O 3.05 1.82 1.84  -0.060
H 2.96 1.08 2.44  0.015
H 2.37 1.69 1.18  0.030
C 1.00 2.08 5.90  -0.062
C 0.16 1.06 5.14  -0.454
C -0.79 1.79 4.16  -0.052
O 1.02 0.14 4.43  -0.069
H 2.02 2.25 5.58  0.081
H 1.09 1.78 6.94  0.065
H 0.44 3.02 5.90  0.071
H -0.34 0.41 5.86  0.126
H -1.70 2.14 4.64  0.074
H -1.23 1.02 3.53  0.069
H -0.41 2.57 3.50  0.086
H 0.50 -0.27 3.73  0.076
C 2.45 -6.70 -0.08  -0.048
C 1.83 -5.68 0.92  -0.496
C 2.67 -4.49 1.18  -0.074
O 0.56 -5.28 0.38  -0.057
H 1.71 -7.44 -0.39  0.072
H 3.30 -7.17 0.42  0.068
H 2.78 -6.17 -0.98  0.075
H 1.60 -6.14 1.89  0.125
H 3.47 -4.93 1.78  0.081
H 2.22 -3.64 1.69  0.091
H 3.17 -4.18 0.26  0.085
H 0.69 -4.34 0.24  0.074
C -0.54 3.01 -4.91  -0.078
C 0.72 3.14 -4.13  -0.520
C 1.67 2.04 -4.67  -0.052
O 1.25 4.42 -4.38  -0.046
H -1.40 3.61 -4.60  0.080
H -0.89 2.00 -4.72  0.079
H -0.30 3.25 -5.95  0.090
H 0.56 2.99 -3.07  0.139
H 1.14 1.12 -4.44  0.074
H 2.60 2.10 -4.11  0.073
H 2.01 2.12 -5.70  0.080
H 0.56 5.01 -4.07  0.086

Values from the calculation:
Lowest unoccupied orbital energy, eV: 2.591
HOMO energy, eV: -5.34
Net charge: -1

***

Computed, not measured: a structure of composition C9H36HfN19O12, with the ωB97M-V functional and the def2-TZVPD basis.

Each line ends with the Löwdin charge.
Geometry (Å):
Hf -1.69 3.79 1.43  2.381
N -0.63 0.94 -0.37  -0.450
O -0.86 2.13 0.02  -0.175
O -1.46 0.29 -0.99  0.042
O 0.46 0.42 -0.10  0.016
C -3.41 -2.74 0.19  -0.650
O -2.50 -3.06 0.92  0.045
N -3.40 -1.53 -0.52  0.130
N -4.60 -3.40 0.12  0.179
H -2.49 -1.14 -0.70  0.039
H -4.25 -1.35 -1.03  0.101
H -5.34 -3.10 -0.49  0.103
H -4.88 -4.11 0.78  0.125
C -0.35 -0.99 3.49  -0.692
O -0.85 -1.55 4.46  0.050
N -0.51 -1.35 2.21  0.208
N 0.59 0.02 3.66  0.135
H -0.17 -0.74 1.50  0.047
H -1.12 -2.13 1.97  0.084
H 1.38 -0.16 3.04  0.050
H 0.87 -0.02 4.63  0.107
C 0.60 -3.54 -1.54  -0.651
O 1.51 -4.35 -1.49  0.096
N 0.43 -2.42 -0.81  0.172
N -0.43 -3.68 -2.44  0.158
H -0.21 -1.66 -0.91  0.037
H 1.07 -2.24 -0.05  0.060
H -1.31 -3.21 -2.35  0.075
H -0.43 -4.41 -3.13  0.115
C 1.61 2.91 2.44  -0.559
O 0.41 3.22 2.17  -0.157
N 2.38 2.18 1.62  0.259
N 2.24 3.45 3.48  0.241
H 2.04 1.77 0.76  0.088
H 3.34 1.99 1.86  0.133
H 3.20 3.19 3.66  0.147
H 1.67 4.01 4.09  0.139
C 3.22 -2.28 2.12  -0.678
O 2.64 -3.13 1.44  0.046
N 3.27 -1.00 1.68  0.138
N 3.86 -2.47 3.27  0.186
H 2.68 -0.77 0.90  0.045
H 3.92 -0.32 2.01  0.088
H 4.09 -3.39 3.62  0.132
H 4.25 -1.71 3.79  0.103
C 3.94 0.74 -1.71  -0.685
O 3.69 1.94 -1.51  -0.016
N 5.17 0.33 -2.04  0.183
N 3.04 -0.23 -1.41  0.164
H 5.96 0.95 -2.17  0.121
H 5.32 -0.64 -2.28  0.113
H 3.15 -1.20 -1.65  0.118
H 2.17 0.12 -1.08  0.032
C -2.02 4.34 -2.11  -0.551
O -1.95 4.40 -0.84  -0.154
N -2.86 4.99 -2.92  0.233
N -1.13 3.58 -2.78  0.249
H -2.56 5.24 -3.84  0.151
H -3.46 5.65 -2.43  0.143
H -1.23 3.63 -3.78  0.142
H -0.39 3.00 -2.42  0.128
C -3.18 0.86 2.78  -0.575
O -2.41 1.76 2.30  -0.159
N -3.30 0.64 4.07  0.259
N -4.01 0.16 2.02  0.247
H -2.61 1.14 4.62  0.145
H -4.08 0.18 4.51  0.160
H -4.65 -0.54 2.36  0.150
H -3.97 0.11 1.01  0.102
C 0.47 -0.12 -4.75  -0.690
O 1.45 0.50 -4.33  0.013
N 0.34 -0.67 -5.97  0.176
N -0.64 -0.34 -3.98  0.143
H 1.18 -0.57 -6.52  0.128
H -0.44 -1.23 -6.26  0.108
H -0.53 -0.09 -3.01  0.047
H -1.30 -1.04 -4.26  0.090

Values from the calculation:
Lowest unoccupied orbital energy, eV: -13.388
HOMO energy, eV: -15.03
Net charge: +3

***

Computed, not measured: a structure of composition C9H3Cl5NO2TeZr, with the ωB97M-V functional and the def2-TZVPD basis.

Each line ends with the Löwdin charge.
Geometry (Å):
Zr -0.44 1.28 0.54  1.143
Cl 1.06 -2.97 -4.79  0.730
C 0.63 -2.11 -3.36  -0.641
C -0.65 -2.36 -2.79  -0.073
C -1.05 -1.75 -1.64  -0.628
Cl -2.57 -2.19 -0.98  0.768
C -0.20 -0.83 -0.99  -0.438
O -0.38 -0.63 0.34  -0.299
C 1.08 -0.51 -1.60  -0.160
C 1.88 0.48 -1.07  -0.125
O 1.44 1.31 -0.19  -0.235
C 1.47 -1.24 -2.77  -0.025
H -1.30 -3.08 -3.26  0.122
H 2.89 0.65 -1.44  0.157
H 2.45 -1.05 -3.21  0.131
Cl 0.82 1.46 5.64  0.685
C -0.72 2.19 5.25  -1.663
Cl -0.74 3.90 5.60  0.701
Cl -2.05 1.35 5.98  0.699
C -0.87 2.09 3.75  -0.274
N -1.00 2.07 2.61  0.090
Te -1.74 1.91 -1.63  0.335

Values from the calculation:
Lowest unoccupied orbital energy, eV: -4.891
HOMO energy, eV: -10.88
Net charge: +1

***

Computed, not measured: a cluster of 11 separate species, C9H40N2O10 in total, with the ωB97M-V functional and the def2-TZVPD basis.

Each line ends with the Löwdin charge.
Geometry (Å):
N 1.15 1.47 -0.74  0.365
H 1.23 2.37 -0.30  0.133
H 0.98 0.69 -0.12  0.130
H 2.03 1.27 -1.21  0.136
H 0.34 1.42 -1.33  0.132
C -1.28 -4.12 1.89  -0.025
C -1.26 -2.90 0.84  -0.503
C -2.26 -3.13 -0.29  -0.183
C -3.74 -3.07 0.24  -0.158
C -3.90 -1.59 0.79  -0.142
C -2.87 -1.25 1.92  -0.486
N -1.49 -1.54 1.38  -0.208
O -0.41 -1.05 2.16  -0.356
C -3.29 -1.99 3.19  -0.065
C -3.12 0.27 2.22  -0.066
C 0.04 -3.05 0.06  -0.096
H -0.53 -3.83 2.63  0.071
H -1.02 -5.07 1.43  0.068
H -2.23 -4.24 2.41  0.046
H -2.28 -4.15 -0.67  0.106
H -2.17 -2.47 -1.15  0.107
H -3.88 -3.89 0.94  0.090
H -4.39 -3.22 -0.63  0.092
H -4.85 -1.45 1.32  0.102
H -3.76 -0.87 -0.01  0.097
H -2.38 -2.34 3.66  0.073
H -4.01 -2.78 2.97  0.069
H -3.72 -1.47 4.05  0.070
H -3.10 0.85 1.30  0.054
H -2.42 0.77 2.89  0.058
H -4.10 0.53 2.63  0.069
H 0.93 -3.05 0.69  0.066
H 0.28 -2.23 -0.60  0.059
H 0.18 -3.96 -0.52  0.078
O 0.65 2.95 4.09  -0.052
H 0.27 2.09 3.88  0.028
H 0.81 3.36 3.25  0.006
O 4.33 3.30 1.28  -0.049
H 4.46 3.61 0.39  0.015
H 4.56 4.05 1.83  0.037
O 4.28 -0.40 3.05  -0.053
H 4.44 0.48 2.71  0.010
H 3.33 -0.51 2.99  0.030
O -1.43 1.43 -3.61  -0.043
H -1.25 2.33 -3.90  0.033
H -2.39 1.37 -3.61  0.045
O 0.42 5.13 0.57  -0.053
H -0.16 5.63 1.14  0.042
H 0.80 5.78 -0.02  0.026
O 4.38 -0.58 -1.82  -0.056
H 5.26 -0.38 -1.49  0.031
H 4.48 -1.40 -2.30  0.036
O 3.33 2.05 -5.91  -0.043
H 3.07 2.58 -5.16  0.017
H 4.28 1.92 -5.79  0.034
O 3.70 4.74 -2.69  -0.056
H 4.44 4.86 -3.28  0.035
H 3.46 5.63 -2.43  0.031
O 0.54 -0.67 -5.91  -0.049
H -0.07 -0.19 -5.35  0.004
H 1.29 -0.08 -6.00  0.012

Values from the calculation:
Lowest unoccupied orbital energy, eV: -1.273
HOMO energy, eV: -4.39
Net charge: 0

***

Kohn-Sham gap, record by record: 7.9 1.6 6.0 3.1 eV
ΔE to the lowest compared entry with this formula, charge and spin, record by record: 100.63 0.00 98.76 439.68 kJ/mol
E, record by record: -1245.6092 -2354.9541 -3165.8090 -1228.5901 Ha